Here is a 9-piece molecular cluster, C33H58O29P2 overall at a distorted geometry from OMol25. Energies are from the ωB97M-V functional and the def2-TZVPD basis.

Geometry (Å):
1 C -2.237 4.848 4.210
2 C -1.575 3.956 3.162
3 O -0.797 2.930 3.796
4 P 0.812 2.991 3.717
5 O 1.411 4.300 3.929
6 O 1.224 1.812 4.708
7 C 0.607 1.640 5.992
8 C -0.209 0.348 5.959
9 O 1.041 2.367 2.253
10 C 2.199 2.689 1.497
11 C 3.459 2.033 2.076
12 H -2.820 4.341 4.977
13 H -1.427 5.366 4.733
14 H -2.780 5.693 3.787
15 H -2.257 3.559 2.411
16 H -0.930 4.616 2.576
17 H 1.424 1.519 6.701
18 H -0.039 2.486 6.219
19 H -0.920 0.349 5.135
20 H 0.504 -0.473 5.862
21 H -0.742 0.150 6.889
22 H 1.997 2.256 0.518
23 H 2.344 3.766 1.394
24 H 3.338 0.952 1.997
25 H 4.327 2.347 1.497
26 H 3.619 2.289 3.124
27 C -1.235 -3.558 -2.009
28 C -0.828 -4.475 -3.173
29 O -0.923 -5.875 -2.762
30 P 0.173 -6.624 -1.888
31 O 0.771 -7.811 -2.526
32 O -0.495 -6.858 -0.431
33 C -1.847 -7.012 -0.147
34 C -2.028 -6.862 1.371
35 O 1.225 -5.494 -1.489
36 C 2.395 -5.846 -0.748
37 C 2.931 -4.623 -0.034
38 H -2.308 -3.627 -1.825
39 H -0.746 -3.925 -1.107
40 H -1.014 -2.505 -2.178
41 H -1.597 -4.491 -3.939
42 H 0.193 -4.217 -3.438
43 H -2.471 -6.272 -0.658
44 H -2.265 -7.984 -0.431
45 H -1.389 -7.608 1.845
46 H -1.645 -5.871 1.611
47 H -3.058 -7.057 1.660
48 H 2.122 -6.575 0.019
49 H 3.114 -6.280 -1.443
50 H 3.760 -4.905 0.613
51 H 3.360 -3.935 -0.770
52 H 2.156 -4.061 0.484
53 O -0.761 -0.216 -3.419
54 C -1.777 0.408 -3.561
55 O -2.971 -0.104 -3.226
56 C -3.930 0.913 -3.199
57 C -3.308 2.051 -3.958
58 O -1.903 1.697 -3.955
59 H -4.911 0.775 -3.662
60 H -4.148 1.119 -2.148
61 H -3.437 2.993 -3.429
62 H -3.638 2.052 -4.995
63 O -2.750 0.671 -0.083
64 C -1.693 0.131 0.176
65 O -1.551 -1.176 0.282
66 C -0.152 -1.513 0.534
67 C 0.528 -0.114 0.493
68 O -0.559 0.776 0.377
69 H -0.039 -2.022 1.490
70 H 0.261 -2.217 -0.185
71 H 1.219 -0.059 -0.348
72 H 1.107 0.086 1.389
73 O 4.908 -0.525 -2.164
74 C 4.063 -1.295 -2.523
75 O 4.326 -2.384 -3.242
76 C 3.125 -3.021 -3.601
77 C 2.029 -2.143 -2.979
78 O 2.784 -1.315 -2.084
79 H 2.992 -3.107 -4.681
80 H 2.993 -4.038 -3.230
81 H 1.434 -2.815 -2.358
82 H 1.355 -1.605 -3.643
83 O -2.070 6.992 -0.707
84 C -1.631 5.872 -0.720
85 O -0.758 5.368 0.141
86 C -0.289 4.127 -0.377
87 C -1.409 3.663 -1.288
88 O -2.000 4.952 -1.610
89 H 0.622 4.210 -0.971
90 H -0.084 3.324 0.330
91 H -2.107 2.972 -0.819
92 H -1.000 3.334 -2.240
93 O 2.374 1.679 -1.666
94 C 2.186 2.362 -2.626
95 O 1.916 1.859 -3.857
96 C 1.951 2.914 -4.800
97 C 1.712 4.148 -3.957
98 O 2.170 3.684 -2.655
99 H 2.940 2.899 -5.258
100 H 1.133 2.941 -5.520
101 H 0.661 4.293 -3.700
102 H 2.211 5.037 -4.329
103 O 1.730 -1.539 3.196
104 C 2.846 -1.697 2.825
105 O 3.796 -2.308 3.582
106 C 4.800 -2.875 2.746
107 C 4.653 -2.035 1.479
108 O 3.288 -1.640 1.534
109 H 5.759 -2.719 3.237
110 H 4.706 -3.943 2.549
111 H 4.782 -2.689 0.617
112 H 5.393 -1.243 1.371
113 O -6.331 4.486 3.455
114 C -5.967 4.213 2.350
115 O -6.797 4.138 1.292
116 C -6.071 3.773 0.130
117 C -4.728 3.306 0.669
118 O -4.740 3.815 1.997
119 H -6.654 3.047 -0.432
120 H -5.874 4.619 -0.535
121 H -3.915 3.665 0.046
122 H -4.724 2.216 0.727

As for the SMILES: CCOP(=O)(OCC)OCC.CCOP(=O)(OCC)OCC.O=C1OCCO1.O=C1OCCO1.O=C1OCCO1.O=C1OCCO1.O=C1OCCO1.O=C1OCCO1.O=C1OCCO1. The molecular weight is 980.75 g mol⁻¹. The value obtained for the relative energy (zero: lowest compared OMol25 entry of this formula, charge and spin) is 0.0 kJ/mol. The HOMO energy is -10.29 eV. The calculation puts the calculated total energy at -4157.1643 Ha.